{
  "formula": "C30H38BrN5O2P",
  "method": "ωB97M-V/def2-TZVPD",
  "charge": -1,
  "homo_ev": -3.9,
  "lumo_ev": 1.906,
  "symbols": ["C", "C", "C", "Br", "P", "O", "C", "C", "O", "H", "H", "H", "H", "H", "H", "H", "H", "H", "H", "H", "H", "H", "N", "C", "C", "C", "C", "C", "H", "H", "H", "H", "H", "N", "C", "C", "C", "C", "C", "H", "H", "H", "H", "H", "N", "C", "C", "C", "C", "C", "H", "H", "H", "H", "H", "N", "C", "C", "C", "C", "C", "H", "H", "H", "H", "H", "N", "C", "C", "C", "C", "C", "H", "H", "H", "H", "H"],
  "coordinates": [[0.7657, 2.1851, -1.5859], [0.2916, 3.6528, -1.2962], [-1.1125, 3.7148, -0.6541], [-1.6286, 5.6144, -0.2764], [-2.4825, 2.7575, -1.6165], [-3.7102, 3.4448, -0.5716], [-4.9241, 2.7319, -0.6133], [-4.5323, 1.3402, -1.2129], [-3.6764, 1.6297, -2.2789], [1.8338, 2.0366, -1.3892], [0.1303, 1.4934, -1.0195], [0.5472, 2.0077, -2.6468], [1.0283, 4.0723, -0.5920], [0.2575, 4.2463, -2.2193], [-1.0413, 3.2353, 0.3320], [-2.1511, 1.6556, -0.7243], [-1.6278, 2.3087, -2.7063], [-2.8111, 3.8518, -2.5159], [-5.2480, 2.5489, 0.4344], [-5.8023, 3.2277, -1.0596], [-4.1109, 0.8066, -0.3359], [-5.3576, 0.6896, -1.5240], [3.1676, 0.4049, -0.5286], [2.8400, -0.6962, 0.1510], [3.7537, -1.6631, 0.5419], [5.0849, -1.4803, 0.2050], [5.4493, -0.3455, -0.5022], [4.4567, 0.5609, -0.8407], [1.7862, -0.7953, 0.3874], [3.4309, -2.5353, 1.0944], [5.8301, -2.2140, 0.4901], [6.4790, -0.1686, -0.7853], [4.6921, 1.4655, -1.3916], [-6.8383, 4.7366, 3.5810], [-5.8910, 3.9632, 3.0399], [-5.6544, 2.6517, 3.4241], [-6.4404, 2.1096, 4.4272], [-7.4285, 2.8937, 5.0034], [-7.5850, 4.1913, 4.5453], [-5.2987, 4.4299, 2.2605], [-4.8744, 2.0728, 2.9483], [-6.2858, 1.0891, 4.7563], [-8.0629, 2.5067, 5.7902], [-8.3464, 4.8410, 4.9638], [6.5770, -3.0817, -3.2806], [5.4163, -3.2724, -2.6459], [4.7298, -4.4763, -2.6387], [5.2727, -5.5458, -3.3315], [6.4748, -5.3709, -3.9989], [7.0823, -4.1272, -3.9404], [5.0294, -2.4092, -2.1238], [3.7941, -4.5721, -2.1047], [4.7662, -6.5030, -3.3516], [6.9307, -6.1811, -4.5519], [8.0250, -3.9443, -4.4443], [8.0397, -2.4348, 2.5827], [9.0737, -3.2692, 2.7175], [10.3629, -2.9738, 2.3052], [10.5970, -1.7426, 1.7141], [9.5392, -0.8611, 1.5619], [8.2887, -1.2530, 2.0122], [8.8420, -4.2211, 3.1820], [11.1623, -3.6893, 2.4427], [11.5902, -1.4739, 1.3766], [9.6805, 0.1087, 1.1047], [7.4312, -0.5959, 1.9173], [-7.5484, -0.5706, -0.7152], [-8.0059, -1.5312, -1.5206], [-9.1469, -2.2752, -1.2639], [-9.8545, -2.0113, -0.1022], [-9.3966, -1.0191, 0.7497], [-8.2457, -0.3315, 0.3972], [-7.4172, -1.7028, -2.4150], [-9.4721, -3.0409, -1.9555], [-10.7509, -2.5711, 0.1359], [-9.9202, -0.7828, 1.6663], [-7.8503, 0.4563, 1.0296]]
}